No. 1
198
Properties=species:S:1:pos:R:3:forces:R:3 method="wB97M-V/def2-TZVPD" e_above_lowest_kcal_mol=75.60 max_force_ev_per_a=2.89
C 19.35078 -19.76990 8.32892 -0.386 -0.753 0.269
C 18.64005 -20.48932 7.14783 1.268 2.200 0.028
C 17.28359 -19.89757 6.91234 -1.430 -0.398 0.379
O 19.47478 -20.21906 6.00197 -0.366 -1.878 -0.174
H 18.80740 -19.76501 9.27381 -0.401 -0.278 -0.029
H 19.48465 -18.71531 8.08804 0.194 -0.001 -0.262
H 20.30200 -20.25443 8.54921 0.201 0.191 -0.219
H 18.51387 -21.56237 7.29181 0.553 -0.020 -0.044
H 16.77390 -19.73627 7.86224 0.032 0.266 0.230
H 16.62235 -20.62096 6.43529 0.125 0.075 -0.512
H 17.26411 -18.96653 6.34587 0.261 -0.075 0.029
H 19.84642 -19.33452 6.03501 -0.178 0.635 0.346
C 17.06275 -14.41354 13.58132 -0.691 -0.712 1.370
C 17.32896 -13.41917 12.48554 0.906 -0.228 1.404
C 18.35137 -12.36127 12.94738 0.126 0.407 -0.711
O 17.90089 -14.21525 11.48449 -0.135 0.470 -1.765
H 16.40545 -14.05544 14.37366 -0.190 0.086 -0.022
H 17.93996 -14.79522 14.10373 0.579 0.472 -0.131
H 16.64856 -15.33217 13.16580 -0.558 0.249 -0.154
H 16.37025 -13.00711 12.17060 0.163 0.125 -0.471
H 18.77830 -11.76307 12.14240 -0.477 0.020 -0.580
H 19.25685 -12.85727 13.29693 -0.222 -0.185 0.632
H 17.98053 -11.61506 13.65005 -0.089 -0.380 0.371
H 18.70051 -14.59032 11.86068 0.532 -0.201 0.050
C 13.44164 -19.08544 6.61627 0.854 0.672 -0.646
C 13.49954 -20.46684 5.99919 0.819 -1.012 2.579
C 13.02449 -21.48714 7.00894 -0.597 -1.212 -0.403
O 12.77588 -20.62919 4.85493 -1.370 0.208 -1.296
H 14.08638 -18.44988 6.00924 -0.192 0.399 0.029
H 13.84417 -19.00476 7.62600 0.112 -0.412 0.079
H 12.43843 -18.66051 6.64895 -0.163 -0.199 -0.241
H 14.50518 -20.81772 5.76754 0.685 0.699 0.194
H 11.97694 -21.34148 7.27261 -0.033 0.278 0.268
H 13.64588 -21.62460 7.89386 0.019 0.517 0.025
H 13.03802 -22.45505 6.50788 -0.010 -0.208 -0.058
H 13.00349 -19.89970 4.27386 -0.176 0.249 -0.591
C 19.57041 -17.10600 11.03262 -0.963 0.632 0.236
C 20.65514 -16.48332 11.87788 1.802 -1.559 -0.391
C 21.98680 -16.46348 11.17520 0.986 -0.658 -0.632
O 20.37602 -15.18909 12.27487 -1.273 1.584 0.375
H 19.82942 -18.05444 10.56199 0.250 0.029 0.379
H 19.23560 -16.45134 10.22801 0.264 0.271 -0.102
H 18.68695 -17.22317 11.66021 -0.146 -0.281 -0.036
H 20.83361 -17.08022 12.77228 -0.431 -0.406 0.160
H 22.18092 -17.41632 10.68272 -0.104 -0.096 -0.170
H 22.82671 -16.36960 11.86355 -0.050 0.341 0.219
H 22.07330 -15.67762 10.42485 -0.183 0.027 0.024
H 20.96657 -14.92614 12.98460 0.035 -0.006 0.007
C 16.47679 -14.65226 0.50325 -0.636 0.710 0.216
C 17.01692 -15.25533 1.79871 0.037 0.212 -0.513
C 16.00421 -15.27828 2.88953 -1.499 -0.648 0.228
O 17.38089 -16.59544 1.45874 0.400 -0.241 0.071
H 15.69676 -15.25449 0.03745 0.390 -0.707 -0.017
H 17.26064 -14.41807 -0.21704 -0.024 -0.189 0.024
H 15.89482 -13.74847 0.68375 0.436 0.390 0.338
H 17.84540 -14.65859 2.18030 0.534 -0.115 -0.401
H 16.27135 -15.78884 3.81478 0.627 0.316 0.044
H 15.19216 -15.91145 2.53207 -0.305 0.188 -0.077
H 15.59854 -14.29014 3.10654 0.106 0.031 0.018
H 18.23484 -16.82868 1.83015 -0.014 0.065 0.092
C 15.72923 -18.31969 12.38728 0.020 -0.527 -0.541
C 15.84049 -19.80210 12.02753 1.252 -0.103 -0.405
C 17.31799 -20.28272 12.02136 0.240 0.178 -0.360
O 15.09567 -20.60707 12.88642 -0.966 -0.115 1.534
H 14.70795 -17.94727 12.30724 0.049 -0.066 0.362
H 16.31264 -17.76676 11.65108 0.020 0.063 -0.112
H 16.18508 -18.09936 13.35255 -0.286 -0.110 0.185
H 15.42194 -20.01713 11.04434 0.153 0.657 -0.519
H 18.07146 -19.49950 11.93792 -0.257 0.395 -0.189
H 17.48178 -20.92585 11.15670 0.082 -0.275 0.103
H 17.62007 -20.80849 12.92713 -0.470 -0.181 0.090
H 15.05650 -21.51551 12.57852 0.149 0.057 -0.169
C 12.80642 -16.43814 1.47185 -1.346 -0.040 -0.215
C 12.18799 -17.75011 1.92417 1.248 -1.133 -1.615
C 11.96629 -18.71909 0.71763 -0.958 0.781 -0.046
O 13.12386 -18.40773 2.75830 0.053 -0.306 1.457
H 12.81284 -15.72842 2.29910 0.150 0.100 -0.129
H 12.11409 -16.10692 0.69785 0.223 0.648 -0.144
H 13.80060 -16.54397 1.03768 -0.057 -0.177 0.046
H 11.26655 -17.56205 2.47525 0.109 -0.247 0.114
H 12.81318 -18.75139 0.03218 0.354 0.036 0.298
H 11.14162 -18.37652 0.09260 -0.183 0.179 -0.024
H 11.69871 -19.73671 1.00212 0.209 0.099 0.367
H 13.94867 -18.46034 2.26992 0.167 -0.036 -0.053
C 12.11671 -17.69584 10.29480 -0.111 -0.294 -0.039
C 11.31353 -18.93524 9.81782 0.381 0.257 1.340
C 11.71044 -20.22236 10.57164 1.047 0.957 0.070
O 9.94429 -18.68823 10.16603 0.114 0.199 -0.777
H 11.67492 -16.73959 10.01459 -0.611 -0.158 -0.012
H 13.12198 -17.57951 9.88982 0.204 -0.707 -0.134
H 12.20185 -17.72666 11.38104 -0.079 0.025 0.094
H 11.45045 -19.05180 8.74276 -0.191 -0.068 -0.119
H 11.15500 -21.11336 10.27891 0.135 0.095 -0.197
H 11.61859 -20.07644 11.64792 -0.544 0.152 0.028
H 12.79069 -20.33962 10.48545 0.140 -0.549 -0.471
H 9.47140 -19.34111 9.64477 -0.515 0.011 0.144
C 12.07581 -15.14932 13.68250 0.287 0.042 -0.162
C 12.85134 -14.44633 12.56831 -0.510 -0.081 -0.986
C 13.41390 -13.12435 13.10330 0.230 -0.289 0.375
O 13.93549 -12.29227 12.08521 1.627 -0.124 0.135
C 14.45092 -11.07081 12.61671 -1.231 0.646 -0.714
N 13.85878 -15.33765 12.00201 0.969 -0.101 0.822
H 11.70077 -16.14263 13.43594 0.080 0.054 -0.514
H 11.20501 -14.55263 13.95412 0.150 0.050 0.379
H 12.77721 -15.32880 14.49733 -0.198 0.254 0.383
H 12.18210 -14.19232 11.74629 -0.594 0.352 0.078
H 14.18685 -13.33645 13.84200 0.402 -0.214 0.049
H 12.69153 -12.51739 13.64908 -0.683 -0.318 0.033
H 15.11356 -10.51988 11.94926 0.276 -0.730 -0.461
H 14.95501 -11.10838 13.58241 -0.258 -0.472 0.147
H 13.56335 -10.43809 12.61441 0.020 0.514 0.891
H 13.48486 -16.11796 11.48106 -0.486 0.139 0.272
H 14.50448 -14.91789 11.34857 -0.031 0.533 -0.123
C 12.30176 -10.57193 9.10703 0.988 -0.042 -0.597
C 13.30614 -11.65978 8.60582 0.695 -0.610 0.859
C 14.80017 -11.15757 8.67403 -1.025 0.261 0.105
O 15.76782 -12.14837 8.31223 -0.808 0.793 -0.166
C 17.09035 -11.81711 8.68382 -0.049 0.149 -0.130
N 13.12359 -12.86821 9.44998 -0.179 0.892 -0.935
H 12.62028 -10.19621 10.07939 0.035 -0.271 0.281
H 11.27773 -10.93639 9.18847 0.202 -0.207 -0.067
H 12.30983 -9.67970 8.48095 -0.048 -0.078 -0.316
H 13.14196 -11.99892 7.58303 -0.317 0.392 -0.264
H 14.97953 -10.81139 9.69192 0.140 -0.113 0.314
H 14.89007 -10.27534 8.04024 0.235 0.114 -0.338
H 17.20706 -11.72532 9.76366 -0.071 -0.323 0.272
H 17.41051 -10.85508 8.28369 -0.045 0.123 -0.389
H 17.71975 -12.61202 8.28372 0.076 0.124 0.189
H 13.87035 -13.51515 9.24043 -0.061 -0.199 0.279
H 13.25697 -12.55934 10.40230 0.038 -0.287 0.211
C 9.82876 -12.11415 6.88779 0.451 -0.310 -1.142
C 9.79315 -13.48169 7.55574 -1.029 -0.511 -0.660
C 10.57468 -14.63169 6.87492 -1.149 -0.745 -0.946
O 9.83828 -15.00238 5.67610 -0.196 -0.264 -0.871
C 9.97698 -16.33382 5.08932 1.142 1.035 1.343
N 10.13570 -13.34290 8.93090 0.705 -0.374 0.754
H 9.29916 -11.32652 7.42377 -0.121 -0.343 0.155
H 9.47065 -12.16455 5.85953 -0.412 -0.087 0.015
H 10.85182 -11.77121 6.73340 0.329 0.002 0.395
H 8.78199 -13.88697 7.59332 -0.386 0.342 -0.562
H 10.53344 -15.54119 7.47426 0.089 0.090 0.728
H 11.63069 -14.40640 6.72600 0.162 0.224 -0.452
H 10.94225 -16.37691 4.58484 -0.008 -0.121 -0.363
H 9.16925 -16.62074 4.41601 -0.115 0.755 0.047
H 10.01627 -17.10351 5.86011 -0.080 -0.048 0.361
H 9.97984 -14.26282 9.31763 -0.219 -0.161 0.656
H 11.14360 -13.28219 8.95443 0.668 0.447 0.600
C 18.61615 -16.14328 5.41236 -0.043 0.310 0.247
C 20.11234 -16.10523 5.75499 -0.342 -0.110 1.532
C 20.30264 -15.58607 7.24471 0.537 -0.005 -1.294
O 20.12489 -14.18642 7.38956 -0.309 -0.442 -1.049
C 20.13302 -13.75414 8.73407 0.019 -0.548 -0.507
N 20.55757 -17.49945 5.66194 0.040 -0.786 -0.054
H 18.38598 -16.47765 4.40077 0.230 0.485 -0.277
H 18.12237 -15.20898 5.67952 0.043 0.268 -0.543
H 18.06868 -16.87594 6.00531 0.456 -0.214 0.438
H 20.76822 -15.57645 5.06338 -0.538 0.976 0.086
H 21.33836 -15.77506 7.52696 0.214 -0.454 0.210
H 19.63240 -16.14773 7.89542 -0.193 -0.112 0.123
H 20.95111 -14.20719 9.29405 0.359 0.161 -0.004
H 19.22266 -14.10965 9.21672 -0.256 0.524 0.292
H 20.25960 -12.67492 8.64827 -0.274 -0.044 0.580
H 21.52422 -17.68581 5.88771 0.336 0.517 0.443
H 20.54208 -17.69219 4.67062 -0.265 -0.420 -0.275
C 16.22149 -16.82278 8.75137 -0.543 0.775 -0.476
C 15.86897 -15.39279 8.37101 0.840 -0.131 -0.487
C 14.65931 -15.25221 7.42927 0.724 -0.546 1.681
O 14.92194 -16.02178 6.31197 -0.894 -0.156 -1.305
C 13.78507 -15.94732 5.43985 0.710 -0.744 -0.015
N 15.65552 -14.60665 9.56546 0.115 0.365 -0.503
H 17.17181 -16.87608 9.28254 0.040 0.196 0.074
H 16.32752 -17.36628 7.81250 -0.428 -0.600 0.409
H 15.42371 -17.07923 9.44841 -0.048 -0.981 -0.193
H 16.72113 -15.04889 7.78479 0.428 0.483 -0.207
H 14.39629 -14.23680 7.13285 0.401 0.466 0.151
H 13.82488 -15.60874 8.03321 -0.669 -0.398 -0.145
H 12.91310 -16.34999 5.95523 -0.189 0.191 0.042
H 13.97658 -16.59160 4.58176 0.040 0.073 -0.006
H 13.61080 -14.92849 5.09385 -0.050 0.206 0.075
H 15.72668 -13.68746 9.15300 -0.451 0.628 0.632
H 16.47475 -14.63084 10.15571 0.325 -0.455 0.294
C 16.81255 -12.34760 5.25738 -1.927 -0.767 -0.599
C 17.98242 -12.25502 4.30919 -0.554 0.530 -0.013
C 17.78732 -11.25800 3.17235 -1.215 -1.332 -0.857
O 16.67615 -11.67950 2.36170 0.450 0.249 -0.218
C 16.58394 -10.92261 1.13327 -0.576 -0.698 1.841
N 19.11078 -11.77591 5.05463 1.001 0.015 0.668
H 15.98584 -12.89670 4.80666 -0.142 -0.150 -0.243
H 16.33267 -11.39770 5.49297 0.447 0.405 0.109
H 16.96674 -12.88688 6.19199 0.584 0.086 -0.060
H 18.22610 -13.23685 3.90333 -0.057 -0.046 -0.150
H 18.65650 -11.30618 2.51636 0.398 0.490 0.285
H 17.55730 -10.26336 3.55430 0.404 0.283 0.118
H 15.75844 -11.42940 0.63347 0.337 0.306 -0.586
H 17.54151 -10.90975 0.61270 -0.114 -0.136 -0.299
H 16.28161 -9.91220 1.40858 0.034 0.284 -0.328
H 19.25120 -12.49330 5.75158 0.726 -0.331 0.273
H 18.72480 -11.04217 5.63147 0.225 0.679 0.099

=====

No. 2
93
Properties=species:S:1:pos:R:3:forces:R:3 method="wB97M-V/def2-TZVPD" spin_multiplicity=4 max_force_ev_per_a=4.22 energy_ev=-95614.02335 s2=4.14
Er -22.29412 8.55042 7.97943 -1.328 0.213 -0.805
C -20.23518 15.29207 11.35267 -1.258 -1.937 -0.038
C -20.10882 15.03505 9.98714 1.519 2.549 1.283
C -20.31840 13.81845 9.45156 -0.679 -3.063 -1.196
C -20.98415 12.79466 10.16504 1.923 1.702 2.907
C -21.13835 13.05077 11.61280 -0.893 -1.303 -1.845
C -20.78360 14.27000 12.15983 0.496 0.302 -1.725
C -21.33246 11.53982 9.53939 -2.353 -1.520 -0.182
C -22.70686 11.08898 9.83851 2.203 -0.767 -1.217
C -23.59314 11.74252 10.69673 -2.290 0.250 0.890
C -24.78116 11.00619 10.71588 1.155 0.351 0.274
C -24.60522 9.87578 9.87006 1.436 -1.207 -0.824
N -23.24353 9.92809 9.34457 -3.187 1.287 2.442
C -25.56180 8.79361 9.64738 2.009 -0.478 -1.091
C -25.38411 7.68760 8.75695 2.152 0.231 -1.153
C -26.21344 6.51467 8.65780 0.760 0.130 -0.195
C -25.74304 5.72334 7.63553 -0.506 1.535 0.631
C -24.71698 6.49841 6.97984 0.962 0.643 0.987
C -24.23494 6.36717 5.65663 0.565 -0.331 -0.259
C -25.08259 5.58009 4.70282 0.791 -0.231 -0.304
C -26.45876 5.71521 4.82743 -0.075 -0.220 0.208
C -27.34087 5.09120 3.94408 0.320 0.666 0.185
C -26.81367 4.43414 2.85050 -0.648 -1.187 -0.640
C -25.42876 4.15923 2.78548 -0.322 -0.301 -0.844
C -24.55569 4.72658 3.67497 -0.223 1.572 1.139
C -23.07971 7.03347 5.19372 0.839 1.354 0.348
N -22.11533 7.70261 5.96780 0.002 -1.752 -1.798
C -21.12983 8.15462 5.12968 0.542 1.283 -0.207
C -20.00847 8.98172 5.51515 -0.433 -0.406 1.405
C -18.96011 9.27533 4.53406 0.541 -0.483 -0.737
C -18.39462 10.56688 4.36843 -0.656 0.466 0.422
C -17.51046 10.86277 3.33611 0.758 -2.638 0.611
C -16.93153 9.74763 2.66307 0.171 1.244 -0.616
C -17.48763 8.46893 2.79854 1.057 0.825 -0.724
C -18.51960 8.23911 3.68269 0.428 0.564 -0.062
C -19.81199 9.58617 6.83286 -0.744 2.122 0.608
C -18.62174 10.13963 7.50241 0.174 -0.011 -1.619
C -19.01756 11.02209 8.48461 0.014 -1.421 0.005
C -20.48240 10.85116 8.62588 1.708 1.791 -1.302
N -20.87836 10.17510 7.50744 -0.080 -1.615 0.738
C -21.47945 7.86291 3.74020 -1.709 -0.407 0.940
C -22.71852 7.25349 3.82413 0.813 -0.920 -1.553
N -24.34776 7.57861 7.76849 -2.759 -0.822 0.986
C -26.83783 8.79919 10.34678 -0.686 1.216 0.088
C -28.05649 8.62595 9.63338 -0.789 -0.487 0.533
C -29.29278 8.93269 10.24447 0.649 0.517 1.213
C -29.30451 9.52965 11.54114 -0.464 -0.058 -0.621
C -28.08173 9.59338 12.23540 -0.708 0.459 0.529
C -26.86276 9.24142 11.67614 -1.335 -0.505 -0.304
H -19.96505 16.19346 11.85412 0.145 0.703 -0.226
H -19.68680 15.84463 9.40200 0.071 -0.198 -0.273
H -19.93082 13.50707 8.45893 -0.708 0.802 0.414
H -21.64610 12.23430 12.19658 0.911 1.068 -0.386
H -20.94015 14.51661 13.16670 -0.156 -0.153 1.406
H -23.40833 12.64516 11.28270 -0.259 -0.436 -0.576
H -25.62225 11.13916 11.38572 0.156 0.469 -0.523
H -27.05313 6.40424 9.30738 -0.197 -0.672 0.206
H -26.14616 4.78215 7.34691 -0.145 -0.401 -0.352
H -26.81973 6.32783 5.65007 -0.173 -0.093 -0.411
H -28.40987 5.20337 4.13310 0.265 -0.011 -0.440
H -27.52936 4.07909 2.06129 0.992 0.086 0.848
H -24.99722 3.48886 2.02524 -0.521 0.520 0.137
H -23.47380 4.69249 3.52696 -0.363 -0.452 0.252
H -18.63662 11.39300 5.07326 -0.293 -0.808 -0.649
H -17.14043 11.85464 3.22346 0.278 0.509 -0.163
H -16.02369 9.92164 2.01488 -1.301 -0.296 0.568
H -17.06210 7.69077 2.15598 -0.293 0.041 0.475
H -18.89235 7.23029 3.70087 -0.399 -0.069 0.456
H -17.61560 9.94637 7.07639 -0.656 0.334 0.718
H -18.30510 11.61799 9.05180 -0.485 -0.176 0.195
H -20.96316 8.14791 2.83275 -0.056 0.024 0.296
H -23.29700 6.84266 2.97427 0.428 0.642 0.641
H -28.05992 8.15110 8.62884 0.122 0.832 0.754
H -30.27317 8.73937 9.80380 0.546 0.117 -0.362
H -30.30130 9.96459 11.92961 1.923 -0.987 -0.355
H -28.02501 9.96754 13.25774 -0.379 0.011 -0.173
H -25.98294 9.32643 12.30241 0.055 -0.158 -0.349
F -24.13835 11.30849 7.02597 0.013 -0.335 -0.706
C -23.64685 10.16159 6.31629 1.097 -0.012 1.687
F -24.59706 9.90122 5.39727 -0.978 -0.187 -0.416
F -22.63215 10.69227 5.53656 0.149 0.596 -0.541
C -18.54561 6.05959 9.49023 0.294 1.982 0.189
N -19.66972 5.22892 9.19232 -1.651 -0.411 0.121
C -19.40259 3.81708 9.09083 -0.763 -0.272 -2.870
C -20.87847 5.71641 8.96511 -1.113 2.008 -0.324
O -21.11511 6.97677 9.01017 0.744 -2.935 0.334
H -18.86427 7.02898 9.97137 0.172 -1.027 -0.748
H -17.98099 6.28628 8.55877 -0.203 -0.131 0.669
H -17.93515 5.54771 10.21861 0.391 -0.197 0.003
H -20.32046 3.24139 8.85883 0.362 0.527 0.107
H -19.01072 3.42228 9.97333 0.925 -0.483 1.395
H -18.72249 3.69129 8.20794 -0.291 -0.263 0.955
H -21.74544 5.01559 8.68688 1.480 0.692 0.505